# 1
This record from OMol25 describes C29H32CeN4P2 as an isolated structure. The level of theory is ωB97M-V with the def2-TZVPD basis set.

total charge	+2
calculated total energy	-2500.51280	hartree
gap between HOMO and LUMO	6.348	eV
energy above the lowest of the compared OMol25 structures with the same formula, charge and spin	12.7	kcal per mole
E_HOMO	-13.679	eV
strongest force on any atom	2.53	eV Å⁻¹

Positions of all 68 atoms, in Å:
1 C 3.911 1.949 -2.678
2 C 2.980 2.028 -1.642
3 C 1.655 2.421 -1.948
4 C 1.245 2.647 -3.295
5 C 2.227 2.550 -4.319
6 C 3.531 2.209 -4.012
7 C -0.116 2.937 -3.522
8 C -0.850 3.559 -2.495
9 C -0.386 3.373 -1.158
10 C -1.070 3.948 -0.058
11 C -2.243 4.664 -0.295
12 C -2.726 4.841 -1.610
13 C -2.036 4.322 -2.691
14 H 4.943 1.680 -2.446
15 H 1.933 2.800 -5.347
16 H 4.292 2.155 -4.791
17 H -0.462 3.048 -4.551
18 H -2.791 5.092 0.547
19 H -3.638 5.421 -1.756
20 H -2.369 4.510 -3.718
21 N 0.688 2.508 -0.951
22 Ce -0.287 0.477 -0.535
23 C 3.350 1.696 -0.211
24 H 3.024 2.498 0.474
25 H 4.439 1.574 -0.107
26 C -0.542 3.715 1.347
27 H 0.547 3.889 1.396
28 H -1.047 4.367 2.076
29 P 2.515 0.143 0.386
30 P -0.832 1.964 1.860
31 C -2.640 2.057 2.154
32 H -3.050 1.055 2.321
33 H -2.832 2.678 3.039
34 H -3.148 2.489 1.284
35 C -0.155 1.965 3.542
36 H -0.725 2.646 4.192
37 H -0.206 0.947 3.951
38 H 0.899 2.276 3.518
39 C 3.411 -1.075 -0.656
40 H 4.490 -1.078 -0.445
41 H 3.003 -2.072 -0.447
42 H 3.253 -0.856 -1.719
43 C 3.399 -0.072 1.965
44 H 3.129 -1.045 2.399
45 H 4.494 -0.033 1.845
46 H 3.094 0.714 2.672
47 H -0.607 0.890 -2.465
48 H 0.253 -0.884 -1.618
49 N -2.702 -10.151 1.015
50 C -2.471 -9.019 1.196
51 C -2.191 -7.624 1.414
52 C -1.054 -7.035 0.845
53 C -0.819 -5.667 0.998
54 C -1.707 -4.891 1.745
55 C -2.807 -5.486 2.377
56 C -3.063 -6.846 2.186
57 N -1.518 -3.495 1.822
58 C -2.134 -2.632 2.734
59 C -1.750 -1.376 2.405
60 N -0.958 -1.411 1.240
61 C -0.778 -2.717 0.981
62 H -0.358 -7.654 0.276
63 H 0.058 -5.201 0.553
64 H -3.482 -4.885 2.991
65 H -3.944 -7.311 2.635
66 H -2.778 -2.988 3.518
67 H -1.974 -0.452 2.913
68 H -0.162 -3.131 0.190

=====

# 2
This record from OMol25 describes C52H45AsBrGeNSTc as an isolated structure. The level of theory is ωB97M-V with the def2-TZVPD basis set.

total charge	+1
calculated total energy	-9428.71333	hartree
gap between HOMO and LUMO	6.915	eV
energy above the lowest of the compared OMol25 structures with the same formula, charge and spin	0.0	kcal per mole
E_HOMO	-10.800	eV
strongest force on any atom	0.57	eV Å⁻¹

Positions of all 103 atoms, in Å:
1 Tc -0.273 0.291 0.013
2 S 1.390 1.621 0.720
3 C 1.087 2.400 2.295
4 C 1.981 3.420 2.615
5 C 1.858 4.096 3.817
6 C 0.848 3.758 4.708
7 C -0.035 2.735 4.395
8 C 0.077 2.054 3.191
9 As -1.067 0.564 2.736
10 C -2.626 0.920 3.861
11 C -2.703 0.339 5.125
12 C -3.776 0.610 5.960
13 C -4.784 1.467 5.547
14 C -4.710 2.056 4.295
15 C -3.638 1.785 3.458
16 C -0.229 -0.861 3.756
17 C -0.857 -2.100 3.822
18 C -0.263 -3.147 4.505
19 C 0.966 -2.964 5.124
20 C 1.598 -1.734 5.054
21 C 1.004 -0.682 4.370
22 H 2.767 3.680 1.918
23 H 2.552 4.891 4.056
24 H 0.748 4.287 5.645
25 H -0.821 2.472 5.094
26 H -1.926 -0.332 5.469
27 H -3.819 0.150 6.938
28 H -5.620 1.679 6.199
29 H -5.486 2.733 3.965
30 H -3.604 2.285 2.500
31 H -1.823 -2.252 3.352
32 H -0.759 -4.107 4.555
33 H 1.427 -3.782 5.661
34 H 2.556 -1.587 5.536
35 H 1.508 0.276 4.325
36 C -3.538 -0.270 -0.473
37 N -2.223 -0.941 -0.589
38 C -2.043 -1.302 -2.016
39 C -2.312 -2.204 0.193
40 C -0.946 -2.678 0.566
41 C -0.688 -3.997 0.928
42 C 0.571 -4.353 1.375
43 C 1.568 -3.389 1.458
44 C 1.318 -2.082 1.070
45 C 0.046 -1.715 0.619
46 H -4.330 -0.991 -0.698
47 H -3.607 0.555 -1.179
48 H -3.674 0.104 0.542
49 H -2.922 -1.848 -2.373
50 H -1.166 -1.941 -2.115
51 H -1.911 -0.401 -2.612
52 H -2.868 -2.949 -0.387
53 H -2.898 -2.000 1.094
54 H -1.476 -4.738 0.868
55 H 0.776 -5.374 1.664
56 H 2.554 -3.658 1.813
57 H 2.120 -1.358 1.120
58 Br -3.614 5.620 -2.497
59 C -2.763 4.064 -1.849
60 C -2.991 3.645 -0.548
61 C -2.363 2.497 -0.091
62 C -1.494 1.758 -0.887
63 C -1.293 2.206 -2.192
64 C -1.921 3.341 -2.680
65 H -3.652 4.206 0.098
66 H -2.565 2.169 0.919
67 H -0.653 1.661 -2.870
68 H -1.754 3.660 -3.699
69 C 0.631 -0.011 -1.364
70 Ge 1.784 -0.261 -2.993
71 C 3.381 0.715 -2.481
72 C 3.358 2.087 -2.239
73 C 4.509 2.755 -1.854
74 C 5.698 2.055 -1.702
75 C 5.731 0.688 -1.928
76 C 4.577 0.020 -2.314
77 C 2.047 -2.168 -3.225
78 C 1.453 -3.123 -2.407
79 C 1.646 -4.476 -2.651
80 C 2.434 -4.884 -3.716
81 C 3.029 -3.939 -4.540
82 C 2.832 -2.589 -4.298
83 C 0.810 0.450 -4.522
84 C 1.063 1.709 -5.061
85 C 0.343 2.166 -6.154
86 C -0.638 1.366 -6.722
87 C -0.887 0.104 -6.206
88 C -0.162 -0.353 -5.116
89 H 2.432 2.648 -2.325
90 H 4.479 3.820 -1.670
91 H 6.598 2.576 -1.406
92 H 6.655 0.139 -1.805
93 H 4.613 -1.050 -2.481
94 H 0.845 -2.825 -1.562
95 H 1.182 -5.208 -2.004
96 H 2.586 -5.938 -3.906
97 H 3.642 -4.254 -5.373
98 H 3.295 -1.862 -4.957
99 H 1.833 2.343 -4.637
100 H 0.552 3.144 -6.566
101 H -1.198 1.722 -7.576
102 H -1.638 -0.530 -6.658
103 H -0.349 -1.352 -4.736

=====

# 3
This record from OMol25 describes C49H54N9O2Ti as an isolated structure. The level of theory is ωB97M-V with the def2-TZVPD basis set.

total charge	+3
calculated total energy	-3391.66193	hartree
gap between HOMO and LUMO	6.708	eV
energy above the lowest of the compared OMol25 structures with the same formula, charge and spin	3.3	kcal per mole
E_HOMO	-14.899	eV
strongest force on any atom	0.67	eV Å⁻¹

Positions of all 115 atoms, in Å:
1 Ti 0.318 0.491 0.288
2 C 3.654 5.207 -3.823
3 C 2.720 4.196 -3.207
4 C 2.136 3.185 -3.940
5 C 1.221 2.279 -3.373
6 C 0.746 1.251 -4.287
7 N -0.469 0.997 -4.601
8 C -1.646 1.841 -4.320
9 C -2.862 1.033 -3.900
10 C -2.717 0.582 -2.457
11 N -3.898 -0.164 -2.036
12 C -4.500 -0.074 -0.890
13 C -4.101 0.597 0.299
14 C -5.179 0.994 1.132
15 C -5.012 1.576 2.364
16 C -6.161 2.093 3.191
17 C -3.701 1.582 2.846
18 C -2.613 1.153 2.096
19 C -1.364 0.986 2.784
20 N -0.244 0.570 2.306
21 C 0.830 0.398 3.316
22 C 1.596 1.699 3.466
23 C 2.398 2.034 2.225
24 N 1.632 2.067 0.955
25 C 1.888 3.076 0.212
26 C 1.676 3.214 -1.224
27 C 2.466 4.180 -1.839
28 C 0.978 2.267 -1.990
29 O 0.233 1.330 -1.413
30 C -2.754 0.749 0.742
31 O -1.746 0.405 0.026
32 H 3.670 5.125 -4.908
33 H 4.672 5.061 -3.458
34 H 3.358 6.225 -3.563
35 H 2.357 3.108 -5.002
36 H 1.490 0.660 -4.820
37 H -0.619 0.258 -5.281
38 H -1.856 2.383 -5.240
39 H -1.362 2.565 -3.560
40 H -2.994 0.177 -4.571
41 H -3.741 1.668 -4.018
42 H -2.638 1.449 -1.807
43 H -1.820 -0.013 -2.308
44 H -4.349 -0.737 -2.738
45 H -5.468 -0.567 -0.859
46 H -6.190 0.841 0.762
47 H -7.115 1.924 2.697
48 H -6.056 3.165 3.363
49 H -6.192 1.609 4.169
50 H -3.528 1.893 3.874
51 H -1.421 1.137 3.862
52 H 1.498 -0.396 2.992
53 H 0.391 0.094 4.264
54 H 2.295 1.620 4.299
55 H 0.897 2.504 3.704
56 H 3.174 1.279 2.083
57 H 2.901 2.989 2.364
58 H 2.485 3.877 0.641
59 H 2.966 4.912 -1.210
60 C 0.814 -6.118 -0.299
61 C 1.438 -5.962 1.064
62 C 2.194 -6.980 1.635
63 C 2.773 -6.839 2.889
64 C 2.590 -5.669 3.611
65 C 1.826 -4.646 3.070
66 C 1.276 -4.790 1.801
67 N 0.467 -3.749 1.233
68 C 0.827 -2.472 1.033
69 N 2.061 -2.118 1.439
70 C 2.843 -1.167 0.740
71 C 2.268 -0.274 -0.175
72 C 3.192 0.360 -1.024
73 C 4.557 0.237 -0.868
74 C 5.071 -0.522 0.180
75 C 4.224 -1.257 0.987
76 C 4.765 -2.158 2.071
77 N 0.015 -1.571 0.474
78 C -1.252 -2.130 0.048
79 C -2.276 -2.321 0.968
80 C -3.478 -2.892 0.572
81 C -3.649 -3.280 -0.752
82 C -2.623 -3.083 -1.667
83 C -1.411 -2.506 -1.287
84 C -0.287 -2.330 -2.279
85 H 1.045 -7.096 -0.716
86 H 1.187 -5.360 -0.994
87 H -0.277 -6.031 -0.261
88 H 2.332 -7.902 1.082
89 H 3.354 -7.650 3.308
90 H 3.019 -5.559 4.599
91 H 1.623 -3.753 3.654
92 H -0.432 -4.024 0.869
93 H 2.591 -2.886 1.830
94 H 2.854 0.972 -1.843
95 H 5.227 0.746 -1.552
96 H 6.142 -0.577 0.342
97 H 5.803 -1.912 2.283
98 H 4.741 -3.214 1.774
99 H 4.203 -2.060 3.004
100 H -2.119 -2.026 2.000
101 H -4.265 -3.054 1.299
102 H -4.572 -3.755 -1.065
103 H -2.748 -3.413 -2.694
104 H -0.641 -2.510 -3.296
105 H 0.522 -3.040 -2.086
106 H 0.157 -1.335 -2.217
107 N -1.353 4.112 -0.462
108 C -1.307 5.442 -0.228
109 C -1.002 5.589 1.102
110 C -0.892 4.271 1.582
111 N -1.104 3.371 0.631
112 H -1.571 3.654 -1.327
113 H -1.497 6.169 -1.003
114 H -0.892 6.509 1.652
115 H -0.680 3.954 2.594

=====

# 4
This record from OMol25 describes C29H49As3Cl2CrN2O4PS3 as an isolated structure. The level of theory is ωB97M-V with the def2-TZVPD basis set.

calculated total energy	-11753.12824	hartree
gap between HOMO and LUMO (spin up / spin down)	7.264 / 7.660	eV
energy above the lowest of the compared OMol25 structures with the same formula, charge and spin	9.2	kcal per mole
E_HOMO (spin up / spin down)	-7.444 / -7.385	eV
multiplicity	2
strongest force on any atom	1.02	eV Å⁻¹

Positions of all 94 atoms, in Å:
1 Cr 0.166 0.287 -0.518
2 C -0.340 -1.253 2.928
3 As -0.981 -1.250 1.093
4 C -2.892 -0.995 1.329
5 C -0.997 -3.177 0.704
6 C 0.313 -3.874 0.308
7 C 1.477 -3.459 1.209
8 C 0.667 -3.582 -1.154
9 As 1.201 -1.756 -1.618
10 C 3.128 -1.775 -1.421
11 C 1.045 -1.956 -3.539
12 C 0.109 -5.394 0.463
13 As -1.371 -6.190 -0.588
14 C -2.706 -6.327 0.846
15 C -0.720 -8.035 -0.459
16 H -0.732 -2.129 3.446
17 H -0.666 -0.343 3.424
18 H 0.747 -1.275 2.933
19 H -3.346 -1.895 1.745
20 H -3.343 -0.758 0.367
21 H -3.046 -0.160 2.008
22 H -1.749 -3.334 -0.076
23 H -1.387 -3.633 1.618
24 H 1.696 -2.390 1.141
25 H 2.383 -4.001 0.925
26 H 1.264 -3.690 2.255
27 H -0.184 -3.813 -1.798
28 H 1.490 -4.231 -1.471
29 H 3.540 -2.650 -1.922
30 H 3.391 -1.774 -0.367
31 H 3.526 -0.868 -1.875
32 H 1.610 -2.831 -3.863
33 H 1.426 -1.065 -4.029
34 H -0.006 -2.088 -3.788
35 H -0.051 -5.640 1.517
36 H 1.020 -5.911 0.146
37 H -3.092 -5.338 1.085
38 H -2.273 -6.772 1.744
39 H -3.537 -6.943 0.505
40 H 0.123 -8.171 -1.136
41 H -1.515 -8.718 -0.757
42 H -0.408 -8.273 0.559
43 Cl 4.126 4.784 3.440
44 C 3.345 3.430 2.668
45 C 4.024 2.232 2.548
46 C 3.395 1.180 1.909
47 Cl 4.247 -0.331 1.793
48 C 2.100 1.276 1.375
49 O 1.559 0.246 0.757
50 C 1.412 2.489 1.587
51 C -0.045 2.642 1.223
52 O -0.482 1.879 0.188
53 C 2.054 3.561 2.193
54 H 5.024 2.113 2.937
55 H -0.246 3.702 1.027
56 H 1.528 4.498 2.306
57 C 0.794 6.037 5.231
58 C 0.513 4.569 5.203
59 C 0.951 3.707 6.203
60 C 0.636 2.369 6.063
61 N -0.018 1.892 5.006
62 C -0.379 2.792 4.094
63 S -1.190 2.157 2.650
64 N -0.172 4.104 4.156
65 H 1.010 6.388 6.239
66 H -0.052 6.586 4.822
67 H 1.665 6.245 4.604
68 H 1.506 4.069 7.057
69 H 0.924 1.645 6.818
70 C 0.895 1.437 -5.881
71 C -0.590 1.550 -5.605
72 C -1.321 0.223 -5.671
73 O -0.846 2.250 -4.363
74 P -0.566 1.911 -2.834
75 S 1.331 1.603 -2.323
76 S -1.575 0.280 -2.195
77 O -1.028 3.255 -2.178
78 C -2.320 3.910 -2.088
79 C -2.110 5.328 -2.574
80 C -3.436 3.206 -2.833
81 H 1.050 1.058 -6.893
82 H 1.377 0.760 -5.178
83 H 1.375 2.412 -5.797
84 H -1.034 2.227 -6.337
85 H -0.880 -0.512 -4.999
86 H -1.257 -0.159 -6.692
87 H -2.372 0.342 -5.410
88 H -2.540 3.905 -1.018
89 H -1.847 5.324 -3.634
90 H -1.307 5.811 -2.017
91 H -3.024 5.909 -2.444
92 H -3.242 3.182 -3.906
93 H -4.357 3.767 -2.666
94 H -3.585 2.189 -2.476